150
Properties=species:S:1:pos:R:3 method="wB97M-V/def2-TZVPD" charge=+1 orbital_gap_ev=0.9
C 5.95 -4.11 1.56
C 5.31 -2.75 0.98
C 5.93 -2.31 -0.44
C 5.71 -0.72 -0.63
C 4.31 -0.35 -1.32
C 4.56 0.74 -2.49
C 3.20 1.62 -2.66
C 3.39 3.13 -2.11
C 2.54 3.39 -0.76
C 1.59 4.68 -1.06
C 0.35 4.12 -1.91
C -0.94 4.07 -0.96
C -1.97 2.91 -1.40
C -3.20 3.65 -2.17
C -4.40 3.74 -1.10
C -5.17 2.34 -0.91
C -6.72 2.54 -1.24
C -7.02 2.34 -2.82
F -5.99 2.91 -3.64
C -7.40 0.84 -3.22
C -6.96 -0.28 -2.16
C -7.94 -1.54 -2.43
O -7.55 -2.71 -1.67
C -8.48 -3.75 -1.95
C -8.23 -5.21 -1.33
O -9.47 -3.61 -2.68
N -7.14 0.10 -0.72
C -7.68 1.47 -0.50
C -7.75 1.92 1.04
C -7.65 0.73 2.10
C -7.47 1.35 3.58
C -5.93 1.50 3.99
O -5.14 2.25 3.03
H 6.21 -3.96 2.66
H 5.12 -4.90 1.55
H 6.82 -4.50 0.96
H 5.53 -1.93 1.73
H 4.18 -2.82 0.80
H 5.43 -2.90 -1.29
H 7.05 -2.54 -0.50
H 6.57 -0.26 -1.23
H 5.70 -0.24 0.41
H 3.78 -1.27 -1.73
H 3.64 0.15 -0.54
H 5.41 1.41 -2.15
H 4.77 0.21 -3.47
H 2.86 1.61 -3.75
H 2.39 1.10 -2.05
H 4.49 3.38 -1.99
H 2.99 3.80 -2.94
H 3.21 3.55 0.15
H 1.84 2.51 -0.54
H 2.19 5.38 -1.73
H 1.28 5.22 -0.11
H 0.20 4.79 -2.83
H 0.63 3.09 -2.30
H -0.59 3.83 0.11
H -1.48 5.06 -0.90
H -2.33 2.39 -0.45
H -1.52 2.14 -2.10
H -3.54 3.05 -3.09
H -2.88 4.68 -2.54
H -5.15 4.50 -1.51
H -4.00 4.14 -0.12
H -5.04 2.04 0.18
H -4.68 1.55 -1.59
H -7.02 3.58 -0.90
H -7.95 2.97 -3.02
H -8.50 0.71 -3.51
H -6.81 0.60 -4.18
H -5.91 -0.69 -2.31
H -7.89 -1.81 -3.53
H -9.01 -1.19 -2.21
H -8.23 -5.12 -0.20
H -7.21 -5.63 -1.64
H -9.01 -5.96 -1.70
H -6.25 -0.06 -0.21
H -7.82 -0.56 -0.29
H -8.74 1.55 -0.94
H -8.71 2.50 1.26
H -6.90 2.66 1.23
H -6.85 -0.04 1.88
H -8.68 0.22 2.11
H -7.89 2.41 3.52
H -8.07 0.80 4.37
H -5.93 2.06 5.00
H -5.42 0.50 4.18
H -4.63 2.89 3.58
C 7.09 -6.97 4.40
C 5.99 -5.92 4.40
O 5.05 -6.10 3.54
O 6.12 -5.02 5.24
H 6.91 -7.73 3.64
H 8.05 -6.49 4.19
H 7.15 -7.45 5.37
Mg 3.34 -7.44 3.50
C 1.60 4.03 2.75
Cl 2.92 5.19 2.59
Cl 0.06 4.72 2.21
H 1.82 3.15 2.15
H 1.50 3.75 3.80
Cl 0.47 3.08 6.14
C -0.50 4.54 6.46
C 0.35 5.79 6.54
Cl 1.38 5.81 7.99
H -1.06 4.38 7.37
H -1.21 4.63 5.63
H -0.31 6.70 6.59
H 1.00 5.89 5.66
C 5.52 -4.78 9.61
C 4.58 -5.33 8.55
O 4.03 -6.59 8.98
C 2.99 -6.53 9.82
O 2.51 -5.51 10.24
C 2.49 -7.93 10.14
F 3.49 -8.79 10.42
F 1.80 -8.46 9.11
F 1.66 -7.96 11.20
H 6.30 -5.51 9.85
H 6.00 -3.86 9.26
H 4.99 -4.56 10.54
H 5.13 -5.52 7.63
H 3.78 -4.62 8.32
N 4.47 -0.44 -6.38
O 3.84 -1.05 -7.26
O 5.41 -1.00 -5.78
O 4.17 0.73 -6.09
Br -1.85 7.43 7.22
C 1.04 -3.26 -12.41
C 0.12 -2.95 -11.41
C 0.44 -3.20 -10.08
C 1.67 -3.74 -9.76
C 2.59 -4.06 -10.76
C 2.27 -3.81 -12.09
N 2.02 -3.98 -8.36
O 1.18 -3.71 -7.51
O 3.13 -4.43 -8.11
H 0.79 -3.06 -13.45
H -0.84 -2.52 -11.67
H -0.29 -2.95 -9.31
H 3.56 -4.49 -10.51
H 2.98 -4.05 -12.87
C 6.51 6.12 -1.67
N 5.65 5.71 -0.53
O 5.74 4.57 -0.15
O 4.91 6.57 -0.08
H 7.12 5.27 -1.98
H 5.86 6.44 -2.48
H 7.14 6.93 -1.32
Na 7.02 8.63 -0.61

=====

132
Properties=species:S:1:pos:R:3 method="wB97M-V/def2-TZVPD" charge=-1 multiplicity=2 orbital_gap_ev="1.7 / 11.1" s2=0.7505
C -4.19 6.45 -3.03
C -3.38 5.89 -4.18
C -1.88 5.67 -3.84
C -1.67 4.50 -2.95
N -1.50 3.56 -2.23
H -3.86 6.23 -2.01
H -5.25 6.19 -3.10
H -4.15 7.54 -2.98
H -3.36 6.57 -5.03
H -3.83 4.97 -4.55
H -1.45 6.55 -3.37
H -1.31 5.50 -4.76
C -3.41 -4.62 -3.81
C -2.51 -3.35 -3.77
C -0.98 -3.59 -3.73
C -0.43 -4.13 -4.97
N -0.01 -4.53 -5.96
H -4.45 -4.33 -3.94
H -3.33 -5.09 -2.83
H -3.08 -5.36 -4.54
H -2.77 -2.75 -2.90
H -2.74 -2.77 -4.67
H -0.77 -4.29 -2.92
H -0.48 -2.65 -3.53
C 3.55 -0.41 2.41
C 3.53 0.24 3.84
C 4.89 0.23 4.54
C 5.52 -1.10 4.63
N 5.99 -2.14 4.62
H 2.73 -0.05 1.78
H 3.52 -1.50 2.38
H 4.43 -0.04 1.89
H 2.87 -0.29 4.54
H 3.19 1.25 3.64
H 4.79 0.60 5.56
H 5.55 0.94 4.05
C -5.35 -2.00 -0.54
C -4.79 -2.45 0.83
C -3.60 -1.56 1.22
C -2.81 -2.03 2.34
N -2.16 -2.48 3.22
H -4.76 -2.36 -1.38
H -5.41 -0.92 -0.56
H -6.36 -2.38 -0.72
H -4.54 -3.51 0.75
H -5.47 -2.42 1.68
H -3.88 -0.53 1.40
H -2.86 -1.60 0.42
C -1.34 0.54 5.00
C -0.79 -0.77 5.64
C -0.02 -0.51 6.94
C 1.14 0.37 6.86
N 2.08 1.07 6.79
H -0.51 1.23 4.82
H -2.10 1.08 5.56
H -1.66 0.29 3.99
H -0.13 -1.23 4.90
H -1.56 -1.52 5.81
H 0.22 -1.45 7.43
H -0.73 -0.10 7.67
C 2.36 -0.83 -4.97
C 0.98 -0.23 -4.46
C 1.00 1.25 -4.29
C 1.92 1.69 -3.16
N 2.67 1.97 -2.29
H 3.03 -0.83 -4.11
H 2.76 -0.14 -5.72
H 2.36 -1.79 -5.48
H 0.73 -0.70 -3.51
H 0.22 -0.39 -5.23
H -0.01 1.63 -4.13
H 1.42 1.65 -5.21
C -1.16 5.90 1.49
C -0.38 4.87 0.70
C 1.01 4.52 1.27
C 0.94 3.75 2.51
N 0.94 3.13 3.50
H -1.35 5.47 2.48
H -2.11 6.21 1.06
H -0.57 6.79 1.69
H -0.24 5.30 -0.29
H -0.99 3.98 0.52
H 1.60 5.41 1.49
H 1.52 3.90 0.54
C 4.77 -1.40 -0.86
C 5.82 -2.03 0.08
C 7.23 -2.02 -0.44
C 7.75 -0.77 -0.95
N 8.15 0.23 -1.33
H 4.74 -1.94 -1.81
H 4.96 -0.37 -1.15
H 3.85 -1.53 -0.29
H 5.64 -3.07 0.33
H 5.82 -1.48 1.02
H 7.48 -2.71 -1.25
H 7.82 -2.31 0.43
C 0.31 -1.19 0.85
C -0.15 0.28 0.96
C -0.39 0.93 -0.42
C -1.32 0.25 -1.30
N -2.04 -0.31 -2.02
H -0.45 -1.78 0.33
H 0.51 -1.69 1.79
H 1.19 -1.24 0.21
H 0.68 0.85 1.38
H -1.00 0.35 1.63
H 0.52 1.20 -0.95
H -0.86 1.90 -0.24
C 1.05 -3.97 4.86
C 2.60 -3.81 4.75
C 3.40 -4.15 6.01
C 3.15 -5.48 6.51
N 2.92 -6.50 6.99
H 0.52 -3.52 4.01
H 0.53 -3.45 5.66
H 0.81 -5.03 4.84
H 2.84 -2.84 4.33
H 3.00 -4.46 3.98
H 3.15 -3.40 6.75
H 4.48 -4.11 5.85
C -5.14 0.44 -5.71
C -4.66 0.79 -4.32
C -3.61 1.89 -4.31
C -2.56 1.74 -5.31
N -1.71 1.63 -6.06
H -5.48 1.34 -6.21
H -5.98 -0.25 -5.79
H -4.35 -0.04 -6.30
H -4.29 -0.09 -3.80
H -5.51 1.05 -3.68
H -3.15 2.01 -3.33
H -4.11 2.85 -4.46

=====

139
Properties=species:S:1:pos:R:3 method="wB97M-V/def2-TZVPD" charge=+1 multiplicity=7 orbital_gap_ev="3.9 / 8.9" s2=12.0439
V 3.88 -0.44 -1.03
V -0.25 0.15 -0.24
P 1.62 -1.37 -0.06
O 1.03 -0.68 1.16
O 0.38 -1.83 -0.83
O 3.05 -2.05 -0.09
O 1.82 -0.05 -0.82
C -0.58 1.42 5.33
C -2.09 1.02 5.18
C -2.69 1.61 3.92
C -2.01 1.24 2.67
N -1.47 0.92 1.71
H -0.52 2.50 5.45
H 0.01 1.06 4.49
H -0.21 1.03 6.28
H -2.71 1.32 6.02
H -2.13 -0.07 5.19
H -2.73 2.68 4.11
H -3.69 1.19 3.78
C -1.79 4.13 -4.76
C -3.24 3.81 -4.47
C -3.45 2.33 -4.13
C -2.92 1.33 -5.06
N -2.52 0.55 -5.87
H -1.37 3.70 -5.67
H -1.12 3.78 -3.98
H -1.60 5.21 -4.77
H -3.87 3.94 -5.34
H -3.53 4.42 -3.61
H -4.51 2.13 -4.03
H -2.98 2.09 -3.18
C -4.09 -5.18 -1.26
C -3.34 -3.92 -0.86
C -4.08 -2.58 -0.77
C -3.24 -1.37 -0.69
N -2.55 -0.46 -0.60
H -3.42 -6.04 -1.33
H -4.61 -5.04 -2.21
H -4.91 -5.41 -0.58
H -2.44 -3.74 -1.44
H -2.90 -4.12 0.12
H -4.74 -2.65 0.09
H -4.66 -2.43 -1.68
C -0.45 -2.87 5.50
C -0.04 -2.32 4.15
C -1.11 -2.10 3.06
C -2.09 -3.17 2.97
N -2.88 -3.96 2.93
H -1.11 -2.24 6.10
H 0.44 -3.10 6.08
H -1.02 -3.79 5.37
H 0.63 -3.00 3.63
H 0.55 -1.42 4.34
H -0.66 -2.03 2.07
H -1.62 -1.15 3.22
C -2.37 -2.36 -4.06
C -0.84 -2.56 -4.00
C -0.13 -1.19 -4.29
C -0.46 -0.09 -3.27
N -0.68 0.75 -2.49
H -2.91 -3.31 -4.02
H -2.66 -1.86 -4.99
H -2.67 -1.75 -3.21
H -0.60 -3.23 -4.82
H -0.49 -3.00 -3.07
H -0.26 -0.88 -5.33
H 0.96 -1.24 -4.26
C 2.19 3.40 4.04
C 2.16 2.68 2.72
C 3.33 1.72 2.46
C 3.48 0.70 3.50
N 3.59 0.00 4.42
H 2.52 2.70 4.81
H 1.21 3.77 4.33
H 2.86 4.26 4.09
H 2.14 3.39 1.90
H 1.21 2.16 2.64
H 4.26 2.27 2.32
H 3.12 1.24 1.50
C 1.34 2.71 -5.20
C 2.81 2.38 -4.97
C 2.92 0.84 -4.79
C 2.48 0.15 -5.96
N 2.06 -0.42 -6.87
H 0.76 2.43 -4.33
H 0.95 2.16 -6.06
H 1.15 3.76 -5.44
H 3.20 2.82 -4.05
H 3.40 2.71 -5.83
H 2.32 0.56 -3.93
H 3.98 0.66 -4.58
C 2.00 -6.41 1.32
C 1.42 -5.00 0.91
C -0.05 -4.99 0.54
C -0.33 -5.75 -0.72
N -0.58 -6.34 -1.71
H 1.44 -6.88 2.13
H 3.05 -6.35 1.60
H 1.97 -7.21 0.58
H 2.01 -4.57 0.10
H 1.61 -4.29 1.72
H -0.30 -3.96 0.31
H -0.71 -5.36 1.32
C 4.84 -4.71 3.86
C 3.78 -3.63 3.85
C 3.87 -2.85 2.53
C 5.14 -2.27 2.15
N 6.17 -1.83 1.83
H 5.81 -4.22 3.87
H 4.77 -5.22 2.90
H 4.67 -5.41 4.68
H 3.99 -3.01 4.72
H 2.78 -4.05 3.97
H 3.22 -1.98 2.52
H 3.55 -3.47 1.70
C -3.92 4.16 1.60
C -3.48 3.68 0.22
C -2.74 4.77 -0.54
C -1.57 5.23 0.26
N -0.65 5.57 0.88
H -4.19 5.21 1.48
H -3.12 4.19 2.34
H -4.75 3.63 2.06
H -4.37 3.45 -0.36
H -2.85 2.81 0.38
H -3.34 5.69 -0.58
H -2.31 4.51 -1.50
C 1.36 5.71 -2.06
C 2.58 5.22 -1.32
C 2.56 3.63 -1.20
C 1.33 3.05 -0.70
N 0.32 2.56 -0.33
H 0.47 5.65 -1.43
H 1.23 5.20 -3.01
H 1.42 6.77 -2.31
H 2.50 5.68 -0.34
H 3.47 5.58 -1.83
H 3.45 3.34 -0.65
H 2.69 3.13 -2.16

=====

> Look up the charge of the third one.

+1